1.
Entry from the OMol25 dataset: a molecular structure, C9H18N4PbS at a distorted geometry (wB97M-V/def2-TZVPD).

```
33
C9H18N4PbS | the OMol25 dataset | wB97M-V/def2-TZVPD
Pb -0.48079 0.34049 -0.72696
C -0.28327 -0.49202 3.06824
C 0.71759 0.63846 2.80649
N 0.75650 1.17256 1.41128
C 2.12870 1.24287 0.85319
C 2.71023 -0.14255 0.53160
N 1.68578 -1.05993 -0.03432
C 1.55680 -2.35203 0.66658
C 1.23568 -2.27856 2.20510
N -0.01442 -1.76717 2.55715
H -1.32457 -0.20278 2.84781
H -0.35326 -0.58829 4.18732
H 1.72495 0.31793 3.08849
H 0.45612 1.45080 3.49039
H 0.42474 2.13481 1.47245
H 2.80346 1.76198 1.54154
H 2.08660 1.84389 -0.05770
H 3.17215 -0.58433 1.41465
H 3.53380 -0.00249 -0.17227
H 1.98837 -1.33283 -0.97074
H 2.50507 -2.89824 0.62064
H 0.78851 -2.94877 0.17481
H 2.02359 -1.70082 2.69856
H 1.29232 -3.33262 2.52145
H -0.79157 -2.43263 2.59891
S 0.01131 3.81988 -4.60002
C 1.33966 2.78088 -4.54209
C 1.25694 1.89359 -3.49342
N 0.12825 2.02843 -2.70961
C -0.63218 2.98430 -3.15500
H 2.15568 2.83203 -5.25081
H 1.99222 1.13768 -3.27552
H -1.57134 3.28172 -2.71186
```

Summary:
Total charge: +4
E_LUMO (spin up / spin down), hartree: -0.58918 / -0.64656

2.
Entry from the OMol25 dataset: 2 unconnected molecules or ions with the total composition C5H14N2O at a distorted geometry (wB97M-V/def2-TZVPD).

```
22
C5H14N2O | the OMol25 dataset | wB97M-V/def2-TZVPD
N 1.81534 0.36734 2.41798
C 2.30431 0.02329 1.15589
N 2.47668 -1.32285 0.95180
O 2.44102 0.85558 0.22849
H 1.45005 1.29329 2.61220
H 2.06303 -0.33223 3.11806
H 2.20622 -1.92560 1.74326
H 2.60991 -1.76070 0.02646
C -0.09060 0.76900 -1.65353
C -1.51704 0.57223 -0.94623
C -2.26929 -0.63440 -1.49879
C -1.25049 0.27308 0.52803
H 0.37894 1.61755 -1.17083
H 0.53731 -0.11010 -1.54530
H -0.12853 0.98951 -2.74132
H -2.15292 1.47125 -1.10510
H -3.33435 -0.61779 -1.24476
H -1.89194 -1.53506 -1.00710
H -2.07207 -0.66145 -2.58130
H -0.73224 1.10474 1.03208
H -2.21609 0.18165 1.06077
H -0.62726 -0.61834 0.61923
```

Summary:
Structure (SMILES): NC(N)=O.CC(C)C
Energy relative to the best compared isomer or geometry (same formula, charge and spin), kJ/mol: 71.5
E_LUMO, hartree: 0.02418

Number 1: E -1162.02059 Eh. Number 2: E -383.67347 Eh.